No. 1
77
Properties=species:S:1:pos:R:3:mulliken_charge:R:1 method="wB97M-V/def2-TZVPD" relative_energy_kj_mol=15.7 total_charge=-2 orbital_gap_ha=0.2127 energy_ev=-90702.505
K 0.00 0.24 1.28 1.178
O -2.27 3.05 1.59 -0.669
C -1.21 3.80 1.02 -0.015
C -0.03 3.94 1.97 -1.319
N 0.84 2.77 1.99 0.949
C 1.97 2.85 1.08 -1.175
C 1.79 2.32 -0.38 0.543
O 2.80 2.45 -1.11 -0.874
O 0.69 1.83 -0.70 -0.577
C 1.07 2.24 3.32 -0.826
C -0.21 1.69 4.04 0.478
O -0.22 1.73 5.27 -0.819
O -1.11 1.25 3.27 -0.827
H -1.87 2.35 2.16 0.472
H -0.85 3.34 0.09 -0.127
H -1.60 4.80 0.79 0.411
H -0.43 4.09 2.98 0.486
H 0.55 4.84 1.72 0.431
H 2.33 3.88 0.96 0.195
H 2.81 2.29 1.50 0.310
H 1.79 1.41 3.26 0.490
H 1.52 2.99 4.00 0.276
Cl -4.06 -3.88 6.10 -0.349
C -2.86 -3.31 4.94 0.564
C -1.54 -3.62 5.14 -0.514
C -0.56 -3.19 4.25 -0.299
I 1.42 -3.72 4.62 -0.074
C -0.83 -2.43 3.09 0.488
O 0.02 -2.05 2.26 -0.811
C -2.27 -2.11 2.90 0.016
N -2.58 -1.38 1.81 0.330
C -3.83 -1.03 1.62 0.127
C -4.88 -1.40 2.47 -1.117
C -4.59 -2.16 3.57 -0.836
C -3.26 -2.54 3.82 0.041
H -1.26 -4.20 6.01 0.343
H -4.03 -0.42 0.74 0.252
H -5.89 -1.07 2.25 0.410
H -5.37 -2.46 4.26 0.368
N 2.41 -0.80 0.15 -0.582
C 3.11 -0.54 -0.74 0.426
N 3.90 -0.24 -1.76 -0.012
C 5.16 0.43 -1.48 -0.526
C 6.12 0.11 -2.61 -0.680
O 5.58 0.51 -3.86 -0.387
C 4.33 -0.13 -4.12 -0.855
C 3.32 0.17 -3.04 0.475
H 5.56 0.07 -0.53 0.507
H 4.98 1.51 -1.39 0.243
H 6.33 -0.96 -2.63 0.349
H 7.05 0.66 -2.49 0.349
H 4.49 -1.21 -4.21 0.410
H 3.99 0.26 -5.08 0.346
H 2.39 -0.37 -3.22 -0.153
H 3.09 1.24 -2.99 0.183
C -1.95 -1.94 -1.47 -0.673
N -2.38 -2.14 -2.87 -0.003
C -1.17 -2.22 -3.70 -0.707
N -0.32 -1.03 -3.59 0.149
C 0.05 -0.87 -2.17 -0.857
N -1.13 -0.75 -1.31 0.856
C -1.90 0.41 -1.75 -0.593
N -2.33 0.29 -3.16 0.075
C -3.11 -0.94 -3.28 -0.742
C -1.12 0.14 -3.97 -0.682
H -1.38 -2.82 -1.15 0.193
H -2.83 -1.86 -0.83 0.169
H -1.47 -2.34 -4.75 0.345
H -0.59 -3.09 -3.40 0.391
H 0.64 0.03 -2.04 0.020
H 0.62 -1.75 -1.85 0.347
H -1.28 1.30 -1.64 0.234
H -2.78 0.51 -1.12 0.077
H -3.42 -1.06 -4.33 0.333
H -4.01 -0.85 -2.66 0.358
H -0.50 1.03 -3.85 0.307
H -1.41 0.04 -5.02 0.379

---

No. 2
15
Properties=species:S:1:pos:R:3:mulliken_spin:R:1 method="wB97M-V/def2-TZVPD" spin_multiplicity=2 relative_energy_kj_mol=810.8 total_charge=+1 orbital_gap_ha="0.2794 / 0.2274" energy_ev=-19086.763
N -2.12 -0.27 -0.45 -0.784
C -1.17 -0.96 0.36 -0.036
C -0.37 0.37 1.20 0.012
S 1.37 2.67 -1.12 1.035
C 0.47 -0.72 0.71 -0.072
N 1.25 -0.42 -0.44 0.205
O 1.01 -1.56 1.51 0.665
H -2.18 -0.15 -1.47 0.012
H 1.82 2.36 -2.34 -0.019
H -1.57 -1.59 1.16 -0.015
H -1.00 -1.17 -0.75 0.023
H -0.44 0.55 2.27 -0.010
H -0.51 1.27 0.63 0.025
H 2.10 -0.96 -0.51 -0.009
H 1.34 0.57 -0.75 -0.031

---

No. 3
240
Properties=species:S:1:pos:R:3:mulliken_charge:R:1 method="wB97M-V/def2-TZVPD" total_charge=0 orbital_gap_ha=0.2936 energy_ev=-111021.592
C -5.01 3.37 -3.16 0.171
O -6.28 4.01 -3.27 -0.588
H -4.21 3.97 -3.62 0.213
H -4.73 3.19 -2.13 -0.044
H -5.05 2.44 -3.73 -0.015
H -6.43 4.10 -4.21 0.354
C -3.16 -5.59 0.14 -0.402
O -3.53 -6.46 -0.94 -0.537
H -3.42 -6.02 1.10 0.465
H -2.08 -5.42 0.03 0.000
H -3.58 -4.60 -0.05 0.235
H -4.30 -6.97 -0.67 0.291
O -3.79 5.02 0.57 -0.581
H -3.22 5.45 1.21 0.267
H -4.26 5.73 0.12 0.244
O -6.50 0.19 -0.72 -0.698
H -5.96 -0.05 0.03 0.349
H -5.96 0.83 -1.21 0.331
O -5.24 2.69 0.13 -0.444
H -4.71 3.49 0.30 0.244
H -5.90 2.68 0.83 0.259
O -4.26 -1.05 -5.14 -0.630
H -4.04 -1.90 -5.52 0.214
H -3.41 -0.63 -4.97 0.201
O -6.61 -0.79 -3.60 -0.701
H -6.41 -1.04 -2.70 0.338
H -5.77 -0.81 -4.09 0.418
O -1.46 -4.66 -3.90 -0.578
H -0.55 -4.93 -3.71 0.240
H -2.00 -5.18 -3.30 0.222
C 1.31 -5.64 -8.44 -1.720
C 1.26 -5.71 -6.91 1.293
C 2.65 -5.91 -6.31 -1.348
C 3.55 -4.68 -6.45 -0.665
C 2.89 -3.55 -5.69 -1.348
C 1.45 -3.25 -6.12 1.978
N 0.72 -4.51 -6.31 1.035
O -0.66 -4.35 -6.57 -0.513
C 0.78 -2.34 -5.08 -2.191
C 1.51 -2.50 -7.46 -1.898
C 0.41 -6.91 -6.53 -1.837
H 0.27 -5.49 -8.75 0.376
H 1.54 -6.59 -8.93 0.416
H 1.92 -4.85 -8.87 0.286
H 2.52 -6.17 -5.26 0.395
H 3.14 -6.78 -6.77 0.491
H 3.76 -4.44 -7.49 0.353
H 4.47 -5.03 -5.98 0.386
H 3.47 -2.64 -5.89 0.395
H 3.02 -3.71 -4.62 0.403
H -0.04 -1.76 -5.52 0.261
H 0.37 -2.98 -4.30 0.226
H 1.50 -1.56 -4.84 0.603
H 1.87 -1.46 -7.35 0.372
H 2.25 -2.95 -8.13 0.399
H 0.56 -2.47 -8.00 0.366
H 0.20 -6.93 -5.45 0.331
H 1.00 -7.83 -6.59 0.410
H -0.55 -7.02 -7.02 0.362
H -1.03 -4.55 -5.70 0.419
C 0.56 4.12 -6.92 -2.157
C -0.41 2.93 -7.02 1.835
C -0.25 2.14 -5.73 -1.404
C -1.44 1.25 -5.38 0.816
C -2.76 1.99 -5.53 0.085
C -2.94 2.64 -6.90 1.265
N -1.77 3.47 -7.12 0.359
O -1.92 4.28 -8.27 -0.539
C -3.32 1.57 -7.94 -1.789
C -4.12 3.62 -6.76 -1.856
C 0.01 2.13 -8.26 -1.707
H 0.50 4.76 -7.80 0.568
H 1.58 3.74 -6.82 0.375
H 0.38 4.71 -6.02 0.425
H 0.65 1.53 -5.75 0.508
H -0.17 2.84 -4.89 0.265
H -1.41 0.81 -4.38 -0.989
H -1.43 0.38 -6.05 0.291
H -2.79 2.79 -4.78 -0.131
H -3.59 1.35 -5.25 0.095
H -3.53 2.06 -8.90 0.369
H -2.53 0.84 -8.10 0.307
H -4.22 1.10 -7.54 0.416
H -5.07 3.11 -6.56 0.359
H -3.85 4.34 -5.99 0.443
H -4.19 4.24 -7.66 0.457
H -0.71 1.38 -8.59 0.238
H 1.01 1.68 -8.21 0.391
H 0.04 2.79 -9.13 0.389
H -1.67 5.17 -8.00 0.359
C 3.28 6.08 3.73 -1.757
C 3.72 6.56 2.34 2.055
C 4.94 5.77 1.86 -1.759
C 4.57 4.38 1.34 0.823
C 3.63 4.55 0.15 -1.546
C 2.35 5.20 0.66 1.629
N 2.70 6.48 1.27 0.208
O 1.52 7.18 1.68 -0.496
C 1.50 5.52 -0.58 -2.065
C 1.52 4.23 1.53 -1.008
C 4.14 8.02 2.42 -2.078
H 2.38 6.65 3.97 0.407
H 4.00 6.34 4.49 0.463
H 3.02 5.02 3.80 0.173
H 5.42 6.35 1.06 0.448
H 5.71 5.67 2.63 0.526
H 4.01 3.83 2.10 -0.386
H 5.49 3.88 1.02 0.238
H 3.32 3.56 -0.19 0.318
H 4.05 5.12 -0.68 0.436
H 1.97 6.30 -1.18 0.483
H 1.37 4.60 -1.15 0.376
H 0.49 5.86 -0.33 0.415
H 1.95 3.24 1.33 0.041
H 1.62 4.41 2.60 0.023
H 0.45 4.22 1.32 0.343
H 4.15 8.47 1.42 0.494
H 5.16 8.16 2.78 0.365
H 3.45 8.66 2.97 0.416
H 1.64 8.03 1.26 0.372
C -3.61 -0.94 7.82 -1.631
C -3.50 0.56 8.01 1.878
C -2.13 0.96 8.54 -1.623
C -1.03 0.91 7.50 0.215
C -1.42 1.93 6.42 -1.396
C -2.72 1.59 5.73 2.114
N -3.74 1.31 6.75 0.228
O -4.95 0.85 6.16 -0.529
C -3.18 2.80 4.91 -1.981
C -2.51 0.40 4.80 -1.458
C -4.52 1.09 9.02 -2.065
H -3.26 -1.34 6.86 0.269
H -4.63 -1.32 7.92 0.349
H -3.08 -1.50 8.60 0.369
H -2.18 1.93 9.04 0.382
H -1.89 0.35 9.42 0.567
H -0.91 -0.12 7.17 -0.437
H -0.06 1.18 7.91 0.521
H -0.59 1.96 5.70 0.435
H -1.38 2.91 6.91 0.361
H -2.47 2.97 4.10 0.229
H -4.13 2.56 4.42 0.512
H -3.24 3.70 5.51 0.402
H -3.46 0.05 4.42 0.575
H -1.81 0.60 3.98 0.267
H -2.13 -0.47 5.33 -0.243
H -5.50 0.62 8.90 0.365
H -4.60 2.17 8.90 0.470
H -4.20 0.86 10.04 0.385
H -5.46 1.66 6.06 0.382
C -0.18 -2.94 3.48 0.645
C -0.07 -4.41 3.95 2.227
C 1.18 -5.06 3.35 -1.870
C 2.46 -4.41 3.79 1.199
C 2.57 -4.53 5.32 -1.545
C 1.32 -4.01 6.03 1.937
N 0.11 -4.54 5.40 0.151
O -1.06 -4.09 6.07 -0.376
C 1.35 -4.64 7.43 -2.116
C 1.38 -2.49 6.24 -1.234
C -1.31 -5.15 3.51 -2.279
H -0.40 -2.26 4.31 -0.514
H -1.02 -2.83 2.79 -0.308
H 0.72 -2.58 2.98 -0.572
H 1.10 -6.11 3.66 0.378
H 1.10 -5.07 2.25 0.383
H 2.49 -3.33 3.60 -1.049
H 3.34 -4.83 3.30 0.614
H 3.44 -3.98 5.67 0.506
H 2.73 -5.59 5.53 0.369
H 2.23 -4.32 8.00 0.423
H 0.50 -4.32 8.04 0.376
H 1.34 -5.73 7.41 0.479
H 0.54 -1.99 6.72 0.200
H 2.23 -2.28 6.90 0.636
H 1.56 -1.97 5.30 -0.142
H -1.29 -6.12 4.03 0.496
H -1.41 -5.36 2.45 0.251
H -2.22 -4.63 3.82 0.479
H -1.54 -4.90 6.27 0.336
C 5.61 0.97 5.00 -2.078
C 5.06 0.04 3.92 1.704
C 3.68 0.51 3.48 -1.055
C 3.28 -0.08 2.13 1.008
C 4.36 0.20 1.11 -1.070
C 5.73 -0.36 1.48 1.827
N 6.04 0.07 2.82 0.515
O 7.31 -0.40 3.24 -0.541
C 5.73 -1.88 1.23 -1.696
C 6.72 0.27 0.50 -1.846
C 4.96 -1.37 4.55 -1.355
H 4.82 1.11 5.74 0.399
H 5.83 1.97 4.62 0.420
H 6.51 0.53 5.43 0.438
H 2.96 0.13 4.21 0.414
H 3.56 1.59 3.51 -0.046
H 2.29 0.18 1.76 -0.221
H 3.24 -1.18 2.23 -0.572
H 4.43 1.30 1.00 -0.328
H 4.12 -0.08 0.08 0.701
H 4.99 -2.42 1.82 0.030
H 5.60 -2.07 0.17 0.424
H 6.68 -2.32 1.54 0.414
H 6.41 0.18 -0.54 0.372
H 6.68 1.35 0.68 0.380
H 7.76 -0.04 0.64 0.414
H 4.32 -1.33 5.43 0.352
H 5.96 -1.71 4.81 0.495
H 4.50 -2.05 3.84 -0.032
H 7.87 0.38 3.15 0.359
C -1.64 2.02 0.69 -2.249
C -1.25 0.83 -0.22 2.643
C -0.32 -0.08 0.58 0.154
C -0.16 -1.46 -0.05 -0.807
C -1.53 -2.12 -0.19 -0.876
C -2.48 -1.26 -1.05 2.054
N -2.47 0.11 -0.57 -0.081
O -3.39 0.89 -1.31 0.704
C -2.04 -1.43 -2.51 -0.046
C -3.89 -1.81 -0.93 -1.820
C -0.53 1.43 -1.43 -1.624
H -2.39 1.82 1.45 0.435
H -2.03 2.83 0.07 0.552
H -0.70 2.36 1.12 0.005
H 0.66 0.40 0.58 -0.187
H -0.74 -0.12 1.59 -0.192
H 0.62 -1.94 0.55 0.414
H 0.35 -1.36 -1.01 0.504
H -1.93 -2.44 0.78 0.293
H -1.36 -3.01 -0.80 0.063
H -2.26 -0.45 -2.96 -0.540
H -0.96 -1.33 -2.67 -0.731
H -2.47 -2.23 -3.10 0.800
H -4.26 -1.60 0.08 0.412
H -4.55 -1.32 -1.64 -0.129
H -3.87 -2.89 -1.11 0.217
H -1.13 2.18 -1.95 0.310
H -0.31 0.68 -2.19 0.026
H 0.40 1.92 -1.10 0.066
H -3.70 1.55 -0.67 -0.068

---

No. 4
68
Properties=species:S:1:pos:R:3:nbo_charge:R:1 method="wB97M-V/def2-TZVPD" smiles="O=C1C=C(O)C(=O)C=C1O.O=C1C=C(O)C(=O)C=C1O.ClCCCl.ClCCCl.ClCCCl.ClCCCl.ClCCCl" total_charge=0 orbital_gap_ha=0.2993 energy_ev=-164872.129
O -4.99 0.78 4.79 -0.528
C -4.46 1.77 4.33 0.472
C -3.07 1.75 3.91 -0.365
C -2.46 2.86 3.47 0.301
O -1.19 2.85 3.05 -0.641
C -3.15 4.17 3.28 0.480
O -2.65 5.15 2.80 -0.509
C -4.56 4.20 3.74 -0.369
C -5.18 3.09 4.16 0.300
O -6.47 3.06 4.56 -0.637
H -2.46 0.86 3.92 0.239
H -0.90 3.78 2.91 0.510
H -5.12 5.12 3.66 0.243
H -6.76 2.13 4.51 0.503
O 0.30 -3.63 -5.47 -0.523
C 0.01 -3.57 -4.30 0.484
C 0.76 -2.80 -3.29 -0.391
C 0.51 -2.95 -1.98 0.318
O 1.18 -2.23 -1.07 -0.658
C -0.70 -3.69 -1.48 0.481
O -0.90 -3.76 -0.28 -0.537
C -1.49 -4.37 -2.46 -0.383
C -1.10 -4.42 -3.74 0.321
O -1.73 -5.24 -4.59 -0.633
H 1.57 -2.15 -3.58 0.235
H 0.68 -2.33 -0.22 0.517
H -2.27 -5.06 -2.15 0.249
H -1.45 -5.06 -5.50 0.506
Cl 5.02 5.20 -1.10 -0.050
C 4.91 3.68 -2.02 -0.385
C 3.77 2.85 -1.41 -0.388
Cl 3.69 1.22 -2.09 -0.085
H 5.83 3.10 -2.04 0.225
H 4.58 3.90 -3.03 0.215
H 2.87 3.37 -1.74 0.228
H 3.75 2.78 -0.32 0.236
Cl -2.79 -1.08 1.14 -0.039
C -3.64 -2.13 2.24 -0.421
C -3.43 -3.59 1.99 -0.394
Cl -4.48 -4.23 0.70 -0.076
H -4.71 -1.92 2.20 0.230
H -3.39 -1.84 3.27 0.229
H -3.62 -4.23 2.86 0.225
H -2.44 -3.88 1.65 0.250
Cl 0.29 3.71 -2.87 -0.058
C -0.13 2.41 -4.00 -0.396
C 0.09 1.01 -3.45 -0.390
Cl -1.32 0.42 -2.50 -0.076
H 0.38 2.58 -4.95 0.227
H -1.17 2.59 -4.27 0.231
H 0.97 0.90 -2.83 0.241
H 0.17 0.29 -4.26 0.223
Cl 5.09 -1.13 2.16 -0.059
C 5.16 -1.67 0.47 -0.390
C 6.31 -1.03 -0.29 -0.389
Cl 6.40 0.74 -0.21 -0.059
H 4.22 -1.39 0.00 0.223
H 5.30 -2.74 0.51 0.228
H 6.16 -1.24 -1.35 0.228
H 7.24 -1.38 0.16 0.222
Cl 0.31 -1.72 2.20 -0.070
C 0.44 0.07 2.12 -0.380
C 1.34 0.49 0.97 -0.386
Cl 1.35 2.26 0.98 -0.065
H 0.84 0.46 3.05 0.224
H -0.55 0.51 1.98 0.233
H 0.88 0.16 0.04 0.226
H 2.37 0.17 1.09 0.228